The following is a quantum chemistry calculation of a structure of composition C43H53ClN7O4SSn, from the Open Molecules 2025 dataset.

The geometry in XYZ format:
```
110
Properties=species:S:1:pos:R:3:forces:R:3
Sn -0.614838 -3.390364 0.629992 -0.7 1.2 -0.7
C -0.249760 4.273324 -1.309020 0.3 0.4 0.8
C 1.125984 4.551051 -1.375131 1.2 0.6 0.6
C 1.617359 4.290729 -2.676633 -2.0 -1.0 -1.0
C 0.404391 3.827951 -3.408994 1.2 0.7 1.0
C -0.707036 3.852078 -2.530039 -0.5 -0.2 -2.2
C -2.142077 3.435841 -2.937146 0.7 -1.2 0.5
C -2.599811 3.953647 -4.293414 0.5 -0.6 -0.8
C -2.123379 1.860009 -2.987371 -0.8 1.8 0.6
C -3.174784 3.870652 -1.875991 -0.2 0.0 0.9
C 3.013673 4.295042 -3.345083 -1.3 0.1 -0.2
C 3.572846 5.709568 -3.561356 -0.7 1.6 1.7
C 2.868056 3.678426 -4.779037 -0.3 -1.0 0.9
C 3.989253 3.313861 -2.677567 0.0 0.5 1.0
C 1.883071 4.934603 -0.080239 -0.8 -1.6 -0.5
C 2.333291 3.600970 0.595247 1.4 -0.1 0.7
C 0.945097 5.658428 0.893174 -0.9 0.3 2.0
C 3.084183 5.823148 -0.231516 0.9 1.8 -1.4
H -0.780658 4.347020 -0.382136 -0.5 0.0 0.1
H 0.367051 3.550016 -4.455551 0.0 0.0 0.0
H -2.134320 3.375303 -5.133423 -0.3 0.3 0.7
H -2.158456 4.943095 -4.377059 -0.7 0.5 -0.3
H -3.711802 3.843401 -4.413046 0.9 0.5 0.1
H -1.635233 1.389652 -3.803032 0.6 0.0 -0.8
H -3.103058 1.490719 -2.890635 -2.0 -0.5 -0.7
H -1.762136 1.503825 -2.073751 1.4 -0.5 1.4
H -3.163121 4.932279 -1.551011 0.6 -0.4 -0.4
H -2.981870 3.273599 -0.947063 -0.5 0.4 -0.6
H -4.221258 3.760100 -2.231269 0.5 -0.5 0.2
H 2.773394 6.486654 -3.534856 0.0 -0.8 -0.7
H 4.107297 5.771605 -4.475534 0.6 0.2 -0.9
H 4.183591 6.192405 -2.762309 0.2 -1.1 -0.3
H 2.287570 4.216949 -5.508135 -0.3 0.6 0.0
H 2.405540 2.654812 -4.711008 0.6 0.9 0.0
H 3.884563 3.613259 -5.133131 0.4 -0.3 -0.6
H 4.457031 3.637791 -1.691271 -0.8 -0.4 -1.2
H 4.762529 3.098827 -3.394504 0.8 -0.1 -0.1
H 3.393881 2.408594 -2.572406 0.2 -0.2 0.5
H 1.515660 2.975683 0.958495 -0.2 0.1 -0.3
H 3.030242 3.749946 1.463106 -0.7 0.4 -0.2
H 2.991671 2.978481 -0.042312 -0.7 0.4 -0.2
H 0.070566 5.009271 1.257487 1.1 1.0 -0.9
H 0.591510 6.696386 0.640259 0.1 -1.2 -0.6
H 1.475403 5.892373 1.846064 0.1 -0.4 -0.3
H 3.978479 5.487410 -0.899850 -1.7 0.3 1.5
H 3.374104 6.059797 0.807604 0.6 0.0 -0.5
H 2.713940 6.809160 -0.694363 0.6 -1.2 0.5
O 3.075692 -4.070997 5.430238 0.0 -0.3 0.2
C 3.709706 -4.567077 4.390460 1.0 0.9 0.6
O 4.830926 -5.045498 4.430834 -1.2 0.1 0.0
C 2.998430 -4.355436 3.121854 -0.9 -0.9 -3.1
C 3.590058 -4.586167 1.844574 0.0 0.7 1.0
Cl 5.243193 -4.588053 1.419152 -0.3 -0.5 0.4
N 2.658443 -4.566565 0.885618 -1.4 0.2 -0.5
N 1.390805 -4.328592 1.451483 2.1 -0.2 0.3
C 1.609796 -4.169089 2.770031 1.0 0.5 -0.1
C 0.522095 -3.496429 3.584123 -2.2 0.5 2.4
O 0.736426 -3.248968 4.836349 -0.2 -0.7 -3.6
O -0.604550 -3.213255 2.978828 2.7 -1.0 0.9
C 2.821974 -4.643692 -0.575626 0.5 -1.4 -0.7
C 3.833822 -3.950747 -1.267647 -0.5 2.7 0.9
C 3.829417 -3.862212 -2.672443 -1.5 -2.0 1.2
C 2.928821 -4.675920 -3.350417 0.5 1.3 0.0
C 2.132301 -5.551282 -2.637401 -0.9 -1.0 -3.2
C 2.043419 -5.612459 -1.303923 2.8 3.1 1.8
H 2.154102 -3.698539 5.175350 0.2 -0.1 0.3
H 4.442783 -3.141558 -0.761598 -0.7 -1.4 -0.3
H 4.438685 -3.186166 -3.180581 1.0 1.0 -0.6
H 2.767846 -4.522111 -4.422132 0.2 -0.4 0.4
H 1.512520 -6.162204 -3.313906 0.1 0.0 0.9
H 1.555570 -6.315458 -0.749106 -1.8 -1.7 1.1
C -3.570655 -3.958709 2.998594 0.3 1.8 -0.4
C -2.902399 -5.155629 2.375814 0.0 0.9 -1.1
C -3.267084 -6.357011 2.968384 0.4 -2.0 -0.7
C -3.020680 -7.567994 2.300638 -1.0 2.4 1.1
C -2.460412 -7.546272 1.038036 1.2 -0.6 -0.5
C -2.225135 -8.727997 0.266256 -1.4 -0.8 1.7
C -1.631100 -8.680930 -0.938095 0.9 1.3 -0.9
C -1.106678 -7.431771 -1.396290 -0.1 0.6 0.4
C -1.303924 -6.229441 -0.678064 -0.3 -2.7 -1.5
S -0.938457 -4.826834 -1.583839 0.1 1.3 0.6
C -2.000589 -6.314164 0.567055 0.4 2.4 -0.6
N -2.243121 -5.077468 1.177763 -0.6 -2.0 2.2
H -3.202345 -3.580176 3.991294 -0.1 -0.8 -1.0
H -4.629214 -4.198824 3.075556 -0.1 -0.1 0.3
H -3.568613 -3.091325 2.301797 0.3 -0.5 0.4
H -3.836680 -6.339279 3.897875 0.3 0.0 -0.2
H -3.423271 -8.441625 2.728278 -0.1 -1.2 0.4
H -2.615207 -9.662945 0.738395 0.4 0.7 -0.7
H -1.564744 -9.527183 -1.593984 0.2 -0.4 0.0
H -0.563849 -7.293269 -2.361046 -0.7 -0.6 0.8
C -2.089747 4.044893 3.929510 -0.3 0.6 -1.4
C -3.469389 3.355518 3.574922 1.0 0.8 0.7
C -4.224262 3.870068 2.347538 -0.1 0.9 -1.0
C -3.389320 1.844023 3.641265 1.3 -1.0 0.5
N -2.417741 1.243057 2.663741 -1.6 -1.0 0.2
C -1.752336 0.051053 2.673999 1.5 2.6 -3.7
N -1.079571 -0.013616 1.485771 -1.9 0.7 1.1
N -1.511677 1.085651 0.735926 -0.5 -1.3 1.9
N -2.361479 1.764510 1.439163 1.6 0.0 -0.6
H -2.278804 5.129065 4.187659 0.3 -1.0 -0.9
H -1.327100 3.905946 3.094372 -1.0 0.5 1.0
H -1.647721 3.675414 4.845824 0.0 -0.6 0.2
H -4.092095 3.617019 4.411340 -0.5 0.0 0.7
H -3.766268 3.487550 1.416006 -0.4 0.5 0.5
H -4.337115 4.990138 2.283660 0.8 -1.0 0.3
H -5.286102 3.587263 2.352420 0.3 -0.5 0.2
H -4.381973 1.422678 3.552940 -0.2 -0.3 -0.6
H -3.013664 1.466266 4.618185 -0.2 0.6 -0.4
H -1.659421 -0.646503 3.441963 0.1 -0.8 1.2
```
Positions in Å, forces in eV/Å.

Molecular weight = 918.17 g mol⁻¹
E_HOMO = -2.4 eV
Total charge = -1
LUMO = 0.53 eV
Energy = -3427.17966 Eh
Energy above the lowest of the compared OMol25 structures with the same formula, charge and spin = 83.9 kJ/mol
Kohn-Sham gap = 2.978 eV